This record from the Open Molecules 2025 dataset describes an isolated molecule of C6H18N2Si2 at a distorted geometry. The level of theory is ωB97M-V with the def2-TZVPD basis set.

Geometry as XYZ:
```
28
Properties=species:S:1:pos:R:3
C 1.655 2.165 1.264
Si 2.010 0.895 -0.085
C 2.114 1.766 -1.786
C 3.485 -0.197 0.208
N 0.561 -0.109 -0.141
N -0.558 0.308 0.021
Si -1.919 -0.813 0.031
C -3.090 -0.639 -1.447
C -1.395 -2.618 0.087
C -2.791 -0.512 1.680
H 0.881 2.885 1.014
H 1.332 1.748 2.239
H 2.569 2.727 1.423
H 2.933 2.473 -1.742
H 2.382 1.007 -2.515
H 1.171 2.228 -2.074
H 4.408 0.365 0.205
H 3.535 -0.906 -0.606
H 3.366 -0.693 1.171
H -4.164 -0.631 -1.211
H -2.853 -1.480 -2.109
H -2.850 0.258 -1.994
H -1.146 -2.879 -0.940
H -2.161 -3.274 0.522
H -0.525 -2.700 0.750
H -3.311 0.438 1.712
H -2.064 -0.547 2.501
H -3.574 -1.264 1.821
```

The HOMO-LUMO gap is 7.89 eV. The value obtained for the LUMO energy is 0.64 eV. Its charge is 0.

---

This record from the Open Molecules 2025 dataset describes a 2-piece molecular cluster, C6H18N3 overall at a distorted geometry. The level of theory is ωB97M-V with the def2-TZVPD basis set.

Geometry as XYZ:
```
27
Properties=species:S:1:pos:R:3
C 1.080 3.201 0.661
C 0.861 2.616 2.053
C 0.373 1.243 -0.817
N 0.354 2.502 -0.434
N 1.162 0.350 -0.226
N -0.508 0.820 -1.747
H 0.665 4.200 0.579
H 2.146 3.228 0.436
H 0.032 3.080 2.594
H 1.712 2.746 2.729
H -0.319 3.097 -0.896
H 1.878 0.675 0.400
H 1.105 -0.585 -0.588
H -1.443 1.198 -1.703
H -0.422 0.006 -2.329
H 0.707 1.544 1.997
C -0.796 -2.849 0.249
C -0.281 -3.687 -0.943
C -2.016 -3.467 0.929
H -0.011 -2.736 0.990
H -1.063 -1.884 -0.204
H -1.109 -4.153 -1.462
H -2.563 -4.056 0.193
H -1.716 -4.117 1.759
H 0.287 -4.521 -0.508
H 0.341 -3.150 -1.636
H -2.646 -2.736 1.437
```

The HOMO-LUMO gap is 11.08 eV. The value obtained for the LUMO energy is -2.97 eV. Its charge is +1.

---

This record from the Open Molecules 2025 dataset describes a 2-piece molecular cluster, C6H18N3 overall at a distorted geometry. The level of theory is ωB97M-V with the def2-TZVPD basis set.

Geometry as XYZ:
```
27
Properties=species:S:1:pos:R:3
C 1.003 -1.515 -0.386
C 2.303 -0.706 -0.247
C 0.602 -1.659 -1.846
C 1.017 -2.777 0.496
H 0.303 -0.843 0.119
H 2.733 -0.804 0.764
H 2.077 0.359 -0.252
H 1.315 -2.311 -2.336
H -0.370 -2.159 -1.922
H 0.539 -0.679 -2.310
H 0.894 -3.710 -0.043
H 1.917 -2.760 1.091
H 0.137 -2.734 1.146
H 3.156 -1.083 -0.802
C 0.372 2.763 0.117
C -1.376 1.054 0.479
N -0.648 1.810 -0.321
N -1.067 0.712 1.725
N -2.488 0.546 -0.095
H -0.549 1.481 -1.270
H -0.106 0.619 2.021
H -1.810 0.646 2.402
H -3.216 1.132 -0.476
H -2.860 -0.306 0.303
H 1.350 2.284 0.149
H 0.141 3.165 1.092
H 0.455 3.540 -0.648
```

The HOMO-LUMO gap is 10.81 eV. The value obtained for the LUMO energy is -3.30 eV. Its charge is +1.

---

This record from the Open Molecules 2025 dataset describes C6H18N4O4SbSe5W as an isolated structure. The level of theory is ωB97M-V with the def2-TZVPD basis set.

Geometry as XYZ:
```
39
Properties=species:S:1:pos:R:3
W -0.310 2.349 -1.168
N -2.085 1.312 -0.095
C -2.418 -0.139 -0.053
C -1.742 -0.853 1.114
N -0.376 -1.271 0.860
C 0.566 -0.824 1.879
C 2.023 -0.970 1.437
N 2.871 0.041 2.067
C -0.270 -2.695 0.584
C -1.027 -3.101 -0.673
N -0.647 -2.349 -1.862
H -2.059 1.682 0.855
H -2.851 1.793 -0.556
H -2.149 -0.591 -1.007
H -3.501 -0.235 0.072
H -2.368 -1.714 1.392
H -1.757 -0.185 1.982
H 0.393 -1.343 2.841
H 0.399 0.240 2.051
H 2.035 -0.855 0.352
H 2.402 -1.971 1.659
H 3.236 0.668 1.361
H 3.652 -0.371 2.554
H -0.635 -3.290 1.445
H 0.787 -2.931 0.445
H -2.105 -2.995 -0.498
H -0.863 -4.168 -0.840
H -0.021 -2.872 -2.456
H -0.198 -1.472 -1.620
Se 2.514 5.791 -0.799
Sb 0.276 5.035 -0.716
Se -0.075 3.193 1.133
Se -1.787 2.940 -2.771
Se -1.606 6.481 -0.689
O 3.239 0.698 -1.080
Se 2.087 1.076 -2.121
O 2.271 0.630 -3.639
O 1.555 2.688 -1.941
O 0.543 0.578 -1.495
```

The HOMO-LUMO gap is 6.39 eV. The value obtained for the LUMO energy is 1.49 eV. Its charge is -1.

---

This record from the Open Molecules 2025 dataset describes a 2-piece molecular cluster, C6H18NOSi overall at a distorted geometry. The level of theory is ωB97M-V with the def2-TZVPD basis set.

Geometry as XYZ:
```
27
Properties=species:S:1:pos:R:3
C -1.838 2.104 1.804
C 0.354 -0.130 -2.311
C 2.121 3.296 0.739
C -1.291 0.845 1.119
C 1.044 -0.227 -0.934
C -1.040 -3.798 -0.235
N 0.299 -3.232 -0.433
O 1.051 2.374 0.814
Si 0.405 1.037 0.302
H -2.792 1.878 2.271
H -1.160 2.462 2.572
H -1.997 2.905 1.087
H 0.760 -0.896 -2.966
H -0.716 -0.301 -2.221
H 0.513 0.837 -2.784
H 2.366 3.604 1.756
H 1.787 4.165 0.172
H 2.997 2.857 0.263
H -2.007 0.503 0.369
H -1.236 0.038 1.854
H 2.126 -0.145 -1.075
H -1.391 -3.520 0.758
H -1.707 -3.370 -0.981
H -1.070 -4.887 -0.322
H 0.657 -3.549 -1.330
H 0.929 -3.602 0.273
H 0.837 -1.251 -0.561
```

The HOMO-LUMO gap is 8.52 eV. The value obtained for the LUMO energy is -4.16 eV. Its charge is +1.

---

This record from the Open Molecules 2025 dataset describes an isolated molecule of C6H18NPSi at a distorted geometry. The level of theory is ωB97M-V with the def2-TZVPD basis set.

Geometry as XYZ:
```
27
Properties=species:S:1:pos:R:3
C -1.261 2.848 -0.509
Si -1.086 1.007 -0.187
C -1.832 0.738 1.510
C -2.054 -0.004 -1.430
N 0.625 0.698 -0.218
P 1.373 -0.775 0.043
C 0.664 -1.616 1.494
C 1.293 -1.794 -1.466
C 3.142 -0.321 0.386
H -0.958 3.218 -1.498
H -2.326 3.053 -0.364
H -0.706 3.416 0.237
H -1.980 -0.312 1.764
H -1.174 1.188 2.267
H -2.804 1.222 1.559
H -1.519 -0.037 -2.383
H -3.016 0.509 -1.489
H -2.231 -1.022 -1.115
H 0.653 -0.915 2.319
H -0.354 -1.916 1.227
H 1.234 -2.495 1.800
H 1.663 -2.803 -1.238
H 0.255 -1.874 -1.764
H 1.942 -1.406 -2.271
H 3.121 0.339 1.264
H 3.532 0.234 -0.462
H 3.804 -1.180 0.525
```

The HOMO-LUMO gap is 8.59 eV. The value obtained for the LUMO energy is 0.65 eV. Its charge is 0.

---

This record from the Open Molecules 2025 dataset describes C6H18NSi as an isolated structure at a distorted geometry. The level of theory is ωB97M-V with the def2-TZVPD basis set.

Geometry as XYZ:
```
26
Properties=species:S:1:pos:R:3
C -1.007 2.165 0.363
C -2.162 -1.863 -0.700
C 2.742 0.734 1.316
C -1.119 0.930 -0.647
C -1.466 -1.336 0.464
C 1.001 -1.075 -0.671
N -0.532 -0.287 0.071
Si 2.517 0.073 -0.555
H -1.798 2.133 1.077
H -0.023 2.100 0.917
H -0.860 3.128 -0.164
H -1.527 -2.095 -1.561
H -2.791 -2.727 -0.437
H -2.839 -1.069 -1.018
H 3.343 0.236 2.089
H 3.341 1.636 1.070
H 1.672 0.937 1.737
H -0.442 1.021 -1.490
H -2.149 0.715 -0.886
H -0.939 -2.226 0.863
H -2.156 -0.795 1.169
H 0.679 -1.376 -1.647
H 1.018 -1.892 0.043
H -0.139 0.111 0.901
H 1.885 1.213 -1.323
H 3.754 -0.390 -0.984
```

The HOMO-LUMO gap is 11.01 eV. The value obtained for the LUMO energy is -3.53 eV. Its charge is +1.

---

This record from the Open Molecules 2025 dataset describes a 2-piece molecular cluster, C6H18NSi2 overall at a distorted geometry. The level of theory is ωB97M-V with the def2-TZVPD basis set.

Geometry as XYZ:
```
27
Properties=species:S:1:pos:R:3
C 1.221 0.453 -0.744
C 0.060 -0.172 -0.176
C 1.328 1.873 -1.270
C 0.320 -1.335 0.782
C -2.481 0.930 1.553
C -2.742 -1.084 -0.688
N 0.433 -0.514 -1.556
Si 3.995 -0.410 0.718
Si -1.842 0.451 -0.104
H 1.522 1.763 -2.356
H 2.321 2.263 -0.815
H 0.509 2.524 -1.192
H -0.416 -2.108 0.620
H 0.273 -0.900 1.770
H 1.321 -1.763 0.666
H -2.280 0.165 2.282
H -2.004 1.901 1.919
H -3.529 1.227 1.601
H -3.586 -1.310 0.074
H -3.348 -0.786 -1.561
H -2.149 -1.975 -0.983
H -0.154 -0.089 -2.305
H 0.886 -1.392 -1.663
H 4.569 -1.859 0.467
H 3.504 -0.447 2.120
H 4.520 0.683 0.014
H -1.798 1.608 -1.027
```

The HOMO-LUMO gap (alpha / beta) is 6.70 / 7.42 eV. The value obtained for the LUMO energy (alpha / beta) is -4.89 / -4.70 eV. Its charge is +1.

---

It is found that the energy relative to the best compared isomer or geometry (same formula, charge and spin) values, taken in the order of the records, are 0.000; 0.665; 1.095; 3.736; 2.368; 0.000; 1.727; 3.626 eV.
It is found that the E values, taken in the order of the records, are -25250.1504; -10978.6012; -10978.1713; -355761.4145; -17922.9076; -25172.2495; -15873.1033; -23747.9887 eV.